1.
17
Properties=species:S:1:pos:R:3 method="wB97M-V/def2-TZVPD" charge=0 multiplicity=1 smiles=C[C@H]1C[C@@H]2[C@@H](S)[C@@H]21 homo_energy_ev=-8.8563 e_above_lowest_kcal_mol=86.65
C -0.2193 -0.6899 -0.2887
C -0.7893 -0.9487 1.1726
C -0.2297 1.3580 0.1948
C 0.8812 0.3012 -0.2358
C -1.2599 0.1669 0.2536
C 1.5900 0.7695 -1.5504
S -2.1262 -2.0818 2.0218
H -0.1035 -1.4891 -0.9616
H -0.1635 -0.6999 1.9956
H -0.2297 1.9233 1.1090
H -0.4739 2.0145 -0.7079
H 1.5457 -0.2090 0.5195
H -2.3336 0.0608 -0.0564
H 2.1817 1.7021 -1.5776
H 0.7436 0.8828 -2.3738
H 2.3010 -0.1029 -1.8968
H -1.3145 -2.9578 2.3820

---

2.
69
Properties=species:S:1:pos:R:3 method="wB97M-V/def2-TZVPD" charge=0 multiplicity=1 homo_energy_ev=-9.2672
C -0.6634 -5.7396 0.0512
C -0.7754 -4.2222 0.0351
C -0.7698 -3.6412 1.4655
C 0.6064 -3.4839 2.0802
C 1.5291 -2.6749 1.1908
C 1.7397 -3.3968 -0.1648
N 0.3963 -3.6557 -0.7597
O 0.3319 -3.7168 -1.8759
C 2.5806 -4.6534 0.0873
C 2.5531 -2.4308 -1.0075
C -2.0840 -3.7866 -0.5910
H -0.5098 -6.1686 -0.9435
H -1.6161 -6.1500 0.3851
H 0.0915 -6.1688 0.7081
H -1.5285 -4.0748 2.1100
H -1.0568 -2.5886 1.3367
H 1.1142 -4.4576 2.2002
H 0.5504 -3.2101 3.1340
H 2.4492 -2.4973 1.7428
H 1.0895 -1.6971 0.9725
H 2.0133 -5.4739 0.5303
H 3.3505 -4.4381 0.8216
H 2.9920 -5.0795 -0.8280
H 2.7635 -2.7466 -2.0329
H 3.4748 -2.1254 -0.5256
H 1.9596 -1.5288 -1.1865
H -2.9718 -4.2504 -0.1743
H -2.0587 -4.0373 -1.6579
H -2.2082 -2.7042 -0.5910
Cl -1.0031 0.1567 0.1071
O -0.1128 0.8279 1.0245
O -1.9928 -0.5529 0.8971
O -1.7013 1.0452 -0.7819
O -0.2048 -0.7753 -0.6868
C 0.8819 4.6202 1.3461
C 2.2093 4.7197 1.2760
C 2.8731 5.7094 0.3700
O 4.0664 5.6432 0.1656
C 1.9535 6.6516 -0.2688
C 0.6306 6.5938 -0.1198
C -0.0501 5.5462 0.7048
O -1.2415 5.5166 0.8755
O -0.1615 7.5150 -0.6833
O 3.0215 3.9392 1.9681
H 0.5408 3.8982 2.0796
H 2.3913 7.4233 -0.8900
H -1.0910 7.3366 -0.4776
H 3.9269 4.2621 1.8324
O -2.9833 -1.3953 3.9115
H -2.6473 -0.9617 3.1180
H -3.9005 -1.5952 3.7037
O -0.3524 1.7972 4.1073
H -0.5502 2.6948 3.8256
H -0.3893 1.2765 3.2948
C -2.2170 4.6965 -2.8467
Cl -3.6362 4.2185 -3.7786
Cl -0.7379 4.0437 -3.5480
H -2.1252 5.7774 -2.8705
H -2.3357 4.3717 -1.8173
C 2.7497 1.3995 -1.8973
Cl 3.6521 0.9263 -0.4544
Cl 2.2331 3.0804 -1.7216
H 3.3748 1.2735 -2.7737
H 1.8894 0.7424 -1.9729
C -4.3340 -0.2000 -2.7336
Cl -5.7311 -0.3814 -3.8036
Cl -4.3652 -1.4601 -1.4713
H -3.4371 -0.3126 -3.3242
H -4.4363 0.7303 -2.1985

---

3.
49
Properties=species:S:1:pos:R:3 method="wB97M-V/def2-TZVPD" charge=0 multiplicity=1 smiles=Cc1nc(NCCN2CCOCC2)c2nnn(Cc3c(F)cccc3Cl)c2n1 homo_energy_ev=-8.5184 e_above_lowest_kcal_mol=0.00
C -0.6514 -4.6871 -0.4054
C -0.2874 -3.2631 -0.6709
N -0.7928 -2.7104 -1.7614
C -0.4296 -1.4370 -1.9108
N -0.7512 -0.5475 -2.8763
N -0.1590 0.6290 -2.6067
N 0.5228 0.5488 -1.5376
C 0.4073 -0.7117 -1.0424
C 0.8967 -1.4200 0.0792
N 0.5158 -2.6885 0.2250
N 1.7473 -0.8674 0.9512
H 1.9151 0.1259 0.8780
C 2.1492 -1.4903 2.1842
H 1.7275 -2.4962 2.1977
C 1.6333 -0.6733 3.3745
N 2.0559 0.7122 3.2545
C 1.1771 1.6423 3.9437
C 1.6279 3.0703 3.6335
H 1.0194 3.7937 4.1785
O 2.9590 3.2875 4.0369
C 3.8196 2.3763 3.3971
C 3.4233 0.9301 3.6969
H 4.0919 0.2561 3.1599
H 3.5270 0.7428 4.7808
H 4.8230 2.5868 3.7707
H 3.7920 2.5384 2.3087
H 1.5309 3.2497 2.5521
H 0.1556 1.5003 3.5850
H 1.1968 1.4860 5.0367
H 0.5411 -0.6951 3.3572
H 1.9716 -1.1349 4.3165
H 3.2413 -1.5598 2.2130
C -1.6128 -0.7527 -4.0086
C -2.7130 0.2744 -4.0366
C -2.8351 1.1698 -5.0932
C -3.8148 2.1436 -5.1410
C -4.7106 2.2390 -4.0914
C -4.6265 1.3667 -3.0212
C -3.6369 0.3961 -3.0001
Cl -3.5580 -0.6900 -1.6585
H -5.3232 1.4325 -2.2011
H -5.4792 2.9953 -4.1073
H -3.8595 2.8094 -5.9876
F -1.9735 1.0770 -6.1237
H -2.0223 -1.7627 -3.9046
H -1.0248 -0.6875 -4.9291
H 0.2518 -5.2897 -0.3440
H -1.2912 -5.0549 -1.2012
H -1.1677 -4.7601 0.5493

---

4.
93
Properties=species:S:1:pos:R:3 method="wB97M-V/def2-TZVPD" charge=+2 multiplicity=5 s2=6.072 homo_energy_ev="-12.8561 / -12.9002" e_above_lowest_kcal_mol=0.00
Mn 0.7610 0.8919 0.1043
C -0.0271 0.2881 -2.7092
N 0.7065 1.3429 -1.9569
C 2.1278 1.3670 -2.4259
C 3.0348 1.8464 -1.3212
N 2.8210 0.9474 -0.1416
C 3.4705 -0.3774 -0.3924
C 3.4182 1.4426 1.0998
C 4.6331 2.0958 1.1359
C 5.1949 2.4192 2.3666
C 4.5593 2.0595 3.5435
C 3.3478 1.3821 3.5048
C 2.7749 1.0838 2.2785
S 1.1662 0.3194 2.2458
C 0.0942 2.6751 -2.1606
C -0.2862 3.0522 -3.4449
C -0.8421 4.2951 -3.6785
C -1.0314 5.1723 -2.6175
C -0.6343 4.8091 -1.3447
C -0.0415 3.5671 -1.0972
S 0.5481 3.2190 0.5252
H 0.0496 0.4445 -3.7841
H 0.4145 -0.6790 -2.4749
H -1.0739 0.2833 -2.4145
H 2.3966 0.3507 -2.7124
H 2.2143 1.9888 -3.3174
H 4.0762 1.7954 -1.6450
H 2.8012 2.8640 -1.0130
H 4.5116 -0.2237 -0.6811
H 3.4445 -0.9648 0.5207
H 2.9559 -0.9203 -1.1850
H 5.1487 2.3664 0.2244
H 6.1369 2.9487 2.3999
H 5.0026 2.3074 4.4979
H 2.8422 1.1084 4.4218
H -0.1532 2.3785 -4.2801
H -1.1279 4.5781 -4.6826
H -1.4731 6.1453 -2.7859
H -0.7545 5.4970 -0.5179
O -1.1192 0.5126 0.1855
S -2.1585 1.6734 0.4413
C -3.6936 0.9901 -0.2194
C -3.5552 0.6504 -1.6760
C -3.6277 -0.6759 -2.0830
C -3.5685 -1.0007 -3.4298
C -3.4521 0.0061 -4.3793
C -3.3917 1.3335 -3.9781
C -3.4381 1.6572 -2.6298
C -2.5523 1.7329 2.2171
C -3.1479 0.5183 2.8560
C -4.5280 0.3200 2.8542
C -5.0754 -0.8081 3.4456
C -4.2489 -1.7444 4.0542
C -2.8777 -1.5353 4.0905
C -2.3330 -0.4047 3.4983
H -4.3920 1.8219 -0.0824
H -4.0319 0.1545 0.3900
H -3.7525 -1.4528 -1.3403
H -3.6372 -2.0352 -3.7397
H -3.4317 -0.2420 -5.4324
H -3.3253 2.1199 -4.7171
H -3.4000 2.6978 -2.3234
H -3.2351 2.5884 2.2505
H -1.6209 2.0600 2.6816
H -5.1821 1.0607 2.4081
H -6.1479 -0.9478 3.4475
H -4.6769 -2.6194 4.5243
H -2.2359 -2.2414 4.6013
H -1.2700 -0.2102 3.5785
Ge 0.7087 -2.0212 1.2746
C -0.1383 -2.5860 -0.3459
C 0.5502 -3.0704 -1.4617
C -0.1240 -3.7882 -2.4347
C -1.4841 -4.0388 -2.2905
C -2.1752 -3.5526 -1.1896
C -1.5116 -2.8066 -0.2258
C 2.3239 -2.8785 1.8647
C 3.0908 -3.6977 1.0345
C 4.1897 -4.3752 1.5438
C 4.5275 -4.2418 2.8830
C 3.7647 -3.4353 3.7191
C 2.6699 -2.7542 3.2118
H -0.3220 -1.9232 2.3788
H 1.6136 -2.8997 -1.5746
H 0.4104 -4.1735 -3.2927
H -2.0043 -4.6222 -3.0388
H -3.2316 -3.7598 -1.0791
H -2.0528 -2.4332 0.6366
H 2.8339 -3.8312 -0.0079
H 4.7753 -5.0156 0.8979
H 5.3820 -4.7740 3.2786
H 4.0208 -3.3416 4.7658
H 2.0820 -2.1270 3.8738

---

5.
23
Properties=species:S:1:pos:R:3 method="wB97M-V/def2-TZVPD" charge=0 multiplicity=1 homo_energy_ev="-6.1882 / -6.6628" e_above_lowest_kcal_mol=99.90
C -1.2161 -0.0699 -3.0136
C 2.0351 -1.2532 0.7073
C -2.0786 -0.0664 1.5868
C 1.6544 1.7938 2.4124
C -0.7762 -0.1699 -1.5655
C 0.3078 0.1928 1.3841
O 0.7535 -1.1238 1.3608
O -0.9622 0.5779 1.4446
O 1.1973 1.1791 1.1470
F 0.0644 0.8615 -1.2202
H -1.2940 0.9706 -3.2917
H -0.5656 -0.7121 -3.6991
H -2.2157 -0.6901 -2.8292
H 2.0479 -0.5550 -0.2293
H 2.0877 -2.2927 0.5103
H 2.7325 -0.7859 1.4158
H -1.6246 -0.1285 -0.8882
H -2.9174 0.6291 1.5730
H -2.1901 -1.1837 1.6786
H 2.7009 1.5955 2.4889
H 1.1227 1.1822 3.1412
H 1.3263 2.8779 2.4004
H -0.1687 -1.0710 -1.5374

---

6.
108
Properties=species:S:1:pos:R:3 method="wB97M-V/def2-TZVPD" charge=+2 multiplicity=1 homo_energy_ev=-13.2030 e_above_lowest_kcal_mol=0.00
Zr 0.8430 1.4908 0.2984
F -0.5672 0.9839 7.0876
C -0.3485 1.5392 5.9083
C -0.1739 0.7403 4.7908
F -0.2423 -0.5863 4.8927
C 0.0542 1.3519 3.5789
F 0.1892 0.5655 2.4577
C 0.0944 2.7160 3.3981
S 0.2342 3.4302 1.7955
C -0.0820 3.4968 4.5363
F -0.0651 4.8194 4.4380
C -0.2984 2.9218 5.7792
F -0.4674 3.6816 6.8466
F -4.1749 7.0585 -1.1447
C -3.6702 5.8660 -0.9144
C -4.4943 4.8278 -0.5119
F -5.7885 5.0303 -0.3612
C -3.9470 3.5760 -0.2805
F -4.7729 2.5939 0.0707
C -2.5866 3.3272 -0.4147
P -1.9498 1.6496 -0.1231
C -2.6048 1.1016 1.4781
C -3.0839 1.9954 2.4316
C -3.5105 1.5307 3.6677
C -3.4547 0.1763 3.9609
C -2.9520 -0.7180 3.0230
C -2.5205 -0.2578 1.7903
C -2.7764 0.7132 -1.4486
C -2.5096 1.1425 -2.7505
C -3.0760 0.4934 -3.8343
C -3.9185 -0.5912 -3.6253
C -4.2087 -1.0037 -2.3335
C -3.6447 -0.3529 -1.2437
C -1.7862 4.3819 -0.8540
Br 0.0516 4.1690 -1.2529
C -2.3126 5.6364 -1.0958
F -1.5457 6.6299 -1.5187
H -3.1270 3.0558 2.2177
H -3.8960 2.2293 4.3982
H -3.7987 -0.1847 4.9209
H -2.8976 -1.7731 3.2563
H -2.1041 -0.9545 1.0706
H -1.8899 2.0183 -2.9132
H -2.8735 0.8419 -4.8391
H -4.3692 -1.0964 -4.4688
H -4.8948 -1.8235 -2.1684
H -3.9104 -0.6640 -0.2431
N 0.7799 1.2696 -1.9744
C 0.6342 1.0202 -3.0867
C 0.4237 0.7530 -4.4702
C 0.4306 1.8272 -5.3643
C 0.1799 1.5865 -6.7020
C -0.0725 0.2904 -7.1384
C -0.0778 -0.7739 -6.2427
C 0.1692 -0.5492 -4.9020
H 0.6306 2.8294 -5.0083
H 0.1852 2.4071 -7.4053
H -0.2656 0.1076 -8.1867
H -0.2754 -1.7772 -6.5927
H 0.1561 -1.3648 -4.1905
O 0.7762 -0.5340 0.1941
P 1.5618 -1.8618 0.4291
N 1.8916 -2.2823 1.9505
C 3.0854 -1.8474 2.7276
C 2.5813 -1.8091 4.1631
C 1.5612 -2.9426 4.1972
C 0.8418 -2.8094 2.8577
N 0.5521 -2.9783 -0.1821
C 0.9525 -4.3957 -0.3170
C -0.1961 -5.0303 -1.1031
C -0.7586 -3.8672 -1.9161
C -0.6943 -2.7078 -0.9319
N 3.0154 -1.6767 -0.2964
C 4.1090 -2.6821 -0.1546
C 4.5361 -2.9664 -1.5875
C 4.3671 -1.6073 -2.2547
C 3.0656 -1.0813 -1.6525
H 3.4583 -0.8877 2.3784
H 3.8758 -2.5901 2.6229
H 2.0984 -0.8509 4.3621
H 3.3865 -1.9379 4.8832
H 0.8731 -2.8800 5.0369
H 2.0763 -3.9037 4.2492
H 0.0144 -2.0988 2.9369
H 0.4507 -3.7569 2.4900
H 1.0915 -4.8600 0.6605
H 1.8939 -4.4744 -0.8671
H -0.9555 -5.4119 -0.4192
H 0.1457 -5.8590 -1.7188
H -1.7688 -4.0465 -2.2787
H -0.1147 -3.6634 -2.7761
H -1.5538 -2.7371 -0.2550
H -0.6703 -1.7286 -1.4088
H 3.7627 -3.5630 0.3813
H 4.9338 -2.2406 0.4081
H 3.8684 -3.6992 -2.0477
H 5.5527 -3.3486 -1.6478
H 4.3277 -1.6556 -3.3408
H 5.1935 -0.9512 -1.9759
H 2.2015 -1.4083 -2.2453
H 3.0523 0.0104 -1.6036
Cl 5.6600 1.2018 1.7116
C 4.6578 2.5271 1.1393
Cl 4.4064 3.7908 2.3589
C 3.2801 2.0319 0.7953
O 2.7188 2.3984 -0.2924
O 2.6329 1.2870 1.5736
H 5.1325 2.9833 0.2764